Record 1
The following is a quantum chemistry calculation of 2 unconnected molecules or ions with the total composition C20H23F4N2O2P at a distorted geometry, from the OMol25 dataset.

Computed properties:
* SMILES string: CC(C)(C)N1PN(C(C)(C)C)c2ccccc21.O=C1C(F)=C(F)C(=O)C(F)=C1F
* E: -48344.926 eV
* charge: 0
* largest force on an atom: 2.1 eV/Å

Each line ends with the Löwdin charge.
Element x y z (Å)
C 3.1276 0.7941 -0.7269  -0.030
C 1.9043 0.8082 -1.6513  -0.606
C 1.4855 2.2651 -1.8899  -0.104
C 2.2205 0.1818 -3.0158  -0.040
N 0.7856 0.0563 -1.0021  -0.210
P -0.7464 0.8200 -0.6603  1.045
N -1.5933 -0.6995 -0.5209  -0.208
C -3.0842 -0.7769 -0.6122  -0.606
C -3.4822 -1.6432 -1.8142  -0.041
C -3.6661 0.6262 -0.8310  -0.104
C -3.6418 -1.3416 0.6994  -0.031
C -0.6874 -1.7692 -0.6472  -0.203
C -0.9718 -3.1330 -0.5989  -0.045
C 0.0203 -4.0560 -0.8694  -0.105
C 1.3101 -3.6459 -1.1424  -0.105
C 1.6385 -2.3035 -1.1478  -0.046
C 0.6528 -1.3433 -0.9257  -0.205
H 3.4394 -0.2232 -0.5035  0.070
H 3.9714 1.3141 -1.1816  0.088
H 2.8938 1.2879 0.2172  0.074
H 0.6086 2.3090 -2.5371  0.061
H 1.2461 2.7629 -0.9496  0.065
H 2.2919 2.8206 -2.3738  0.090
H 1.3081 0.0997 -3.6073  0.093
H 2.9375 0.7894 -3.5682  0.085
H 2.6469 -0.8118 -2.9140  0.061
H -0.4257 0.6658 0.6889  -0.051
H -3.2178 -2.6859 -1.6644  0.060
H -4.5578 -1.6013 -1.9862  0.085
H -2.9737 -1.2896 -2.7118  0.093
H -3.4170 1.2868 0.0001  0.068
H -3.2729 1.0634 -1.7495  0.061
H -4.7540 0.5807 -0.9156  0.090
H -3.3858 -0.6842 1.5310  0.082
H -4.7277 -1.4332 0.6603  0.087
H -3.2274 -2.3242 0.9107  0.069
H -1.9603 -3.4711 -0.3477  0.085
H -0.2136 -5.1080 -0.8636  0.098
H 2.0698 -4.3818 -1.3485  0.098
H 2.6558 -2.0045 -1.3215  0.085
O 1.2420 -0.4421 3.7874  0.190
C 1.2374 0.7646 3.7140  -0.269
C -0.0142 1.5065 3.6700  -0.122
F -1.1743 0.8352 3.6710  0.134
C -0.0189 2.8506 3.6298  -0.109
F -1.1832 3.5128 3.5970  0.141
C 1.2279 3.6021 3.6231  -0.266
O 1.2236 4.8116 3.6080  0.184
C 2.4796 2.8595 3.6342  -0.108
F 3.6396 3.5301 3.6067  0.141
C 2.4844 1.5154 3.6737  -0.109
F 3.6488 0.8524 3.6774  0.143

Record 2
The following is a quantum chemistry calculation of a single C20H23N3O3S2 molecule, from the OMol25 dataset.

Computed properties:
* SMILES string: COc1ccc(NC(=O)C[C@@H]2C(=O)N(Cc3cccs3)C(=S)N2C(C)C)cc1
* E: -53397.883 eV
* charge: 0
* ΔE to the lowest compared entry with this formula, charge and spin: 11.9 kJ/mol
* largest force on an atom: 0.7 eV/Å

Each line ends with the Löwdin charge.
Element x y z (Å)
C -6.1629 -1.0882 -1.1974  -0.091
O -5.0830 -1.9837 -1.3009  -0.085
C -3.9753 -1.7572 -0.5429  -0.278
C -3.8106 -0.6861 0.3295  -0.021
C -2.6379 -0.5598 1.0515  -0.040
C -1.6136 -1.4902 0.9188  -0.225
N -0.4417 -1.2704 1.6627  0.138
C 0.7820 -1.8218 1.4794  -0.455
O 1.0211 -2.7862 0.7855  0.075
C 1.8927 -1.0607 2.2077  -0.009
C 2.3175 0.1554 1.3534  -0.148
C 1.0821 0.9951 1.0453  -0.395
O 0.3673 1.5493 1.8477  0.097
N 0.9121 0.9280 -0.2979  0.017
C -0.2317 1.4558 -1.0216  -0.156
C -0.6007 2.8173 -0.5469  -0.523
C 0.1442 3.9552 -0.6006  -0.125
C -0.5145 5.0693 -0.0360  -0.184
C -1.7485 4.7603 0.4349  -0.411
S -2.1286 3.1012 0.2098  1.035
C 1.9507 0.2310 -0.9148  -0.727
S 2.0598 0.0679 -2.5381  0.764
N 2.7922 -0.2010 0.0392  -0.035
C 4.0422 -0.9216 -0.1639  -0.380
C 3.8057 -2.2561 -0.8649  -0.056
C 5.0444 -0.0505 -0.9194  -0.059
C -1.7744 -2.5619 0.0449  0.003
C -2.9427 -2.6875 -0.6748  0.011
H -6.9262 -1.4683 -1.8744  0.093
H -6.5649 -1.0595 -0.1793  0.095
H -5.8788 -0.0765 -1.5047  0.095
H -4.5786 0.0600 0.4547  0.103
H -2.5135 0.2834 1.7163  0.106
H -0.5055 -0.4692 2.2786  0.128
H 1.5530 -0.6985 3.1782  0.129
H 2.7418 -1.7307 2.3448  0.125
H 3.0699 0.7374 1.9002  0.173
H -1.0771 0.7697 -0.8963  0.119
H 0.0598 1.4678 -2.0791  0.075
H 1.1287 3.9962 -1.0324  0.117
H -0.0866 6.0545 0.0116  0.100
H -2.4643 5.4056 0.9036  0.058
H 4.4309 -1.1119 0.8429  0.140
H 3.0088 -2.8062 -0.3705  0.062
H 4.7165 -2.8475 -0.8387  0.082
H 3.5233 -2.0951 -1.9007  0.040
H 5.9983 -0.5658 -0.9837  0.081
H 4.6872 0.1470 -1.9257  0.038
H 5.1930 0.8981 -0.4071  0.080
H -0.9830 -3.2826 -0.0716  0.104
H -3.0807 -3.5109 -1.3568  0.121

Record 3
The following is a quantum chemistry calculation of a molecular structure, C20H23N3STe2Zr, from the OMol25 dataset.

Computed properties:
* E: -52286.341 eV
* charge: 0
* ΔE to the lowest compared entry with this formula, charge and spin: 64.7 kJ/mol
* largest force on an atom: 0.1 eV/Å

Each line ends with the Löwdin charge.
Element x y z (Å)
Zr 0.4043 -0.1269 -1.4629  0.399
Te -2.0114 1.3485 -1.8010  0.742
C -3.3108 -0.0421 -0.8712  -0.682
C -3.6745 0.1386 0.4601  -0.171
C -4.5366 -0.7558 1.0788  -0.103
C -5.0331 -1.8453 0.3774  -0.109
C -4.6657 -2.0327 -0.9480  -0.096
C -3.8126 -1.1327 -1.5741  -0.165
H -3.2778 0.9796 1.0154  0.087
H -4.8127 -0.6027 2.1150  0.102
H -5.7034 -2.5457 0.8598  0.099
H -5.0467 -2.8820 -1.5018  0.102
H -3.5278 -1.2875 -2.6071  0.094
C 2.4049 -0.9397 3.9750  -0.003
N 2.2907 -0.4444 2.5806  -0.166
C 2.6930 -1.5270 1.6284  -0.012
C 0.8958 0.1601 2.3195  -0.107
C -0.0988 -0.8732 1.9054  -0.298
C -0.8452 -1.5318 2.8825  -0.065
C -1.7274 -2.5369 2.5206  -0.083
C -1.8529 -2.8734 1.1803  -0.084
C -1.1083 -2.2029 0.2190  -0.162
C -0.2081 -1.1702 0.5380  -0.255
H 3.4065 -1.3305 4.1362  0.102
H 1.6701 -1.7309 4.1052  0.100
H 2.2017 -0.1235 4.6633  0.104
H 2.9484 0.3250 2.4489  0.159
H 2.0267 -2.3723 1.7697  0.112
H 3.7219 -1.7968 1.8559  0.107
H 2.6098 -1.1710 0.6071  0.024
H 1.0480 0.8931 1.5331  0.041
H 0.6350 0.6697 3.2473  0.127
H -0.7550 -1.2432 3.9260  0.106
H -2.3177 -3.0431 3.2737  0.103
H -2.5441 -3.6510 0.8800  0.107
H -1.2395 -2.5041 -0.8164  0.050
Te 1.0280 -2.0452 -3.0720  -0.034
C 3.7161 4.9129 -3.7372  -0.027
C 2.8237 3.7633 -3.3905  -0.312
C 1.7883 3.3590 -4.2324  -0.001
C 1.0121 2.3006 -3.8161  -0.119
N 1.2568 1.6964 -2.6558  -0.160
C 2.2924 2.1279 -1.9123  -0.816
S 2.5296 1.1721 -0.4784  0.570
N 3.0757 3.1459 -2.2346  0.116
H 3.4881 5.3216 -4.7193  0.076
H 4.7558 4.5877 -3.7113  0.087
H 3.6035 5.6971 -2.9878  0.088
H 1.5992 3.8522 -5.1738  0.112
H 0.1844 1.9134 -4.3979  0.113

Record 4
The following is a quantum chemistry calculation of a molecular structure, C20H23N4O3STc at a distorted geometry, from the OMol25 dataset.

Computed properties:
* E: -46246.276 eV
* charge: +1
* ΔE to the lowest compared entry with this formula, charge and spin: 53.9 kJ/mol
* largest force on an atom: 1.5 eV/Å
* 2S+1: 4
* expectation value of S²: 3.77

Each line ends with the Löwdin charge.
Element x y z (Å)
Tc -0.2508 -0.2931 -0.0379  1.573
O 0.1760 0.3685 -1.9040  -0.220
C 1.3403 0.1121 -2.4472  -0.343
C 1.4291 -0.1325 -3.8287  0.000
C 2.6237 -0.4772 -4.4160  -0.050
C 3.8095 -0.5288 -3.6718  -0.074
C 3.7712 -0.2046 -2.3418  -0.033
C 2.5577 0.1052 -1.6980  -0.155
C 2.5938 0.3776 -0.2993  -0.051
N 1.5574 0.4499 0.4722  -0.148
C 1.6858 0.6584 1.9102  -0.191
C 1.0250 -0.5304 2.6211  -0.162
N -0.2103 -0.8961 1.9166  -0.149
C -1.0751 -1.6611 2.4985  -0.064
C -2.2553 -2.2107 1.9160  -0.146
C -3.0272 -3.0893 2.7049  -0.034
C -4.1491 -3.7002 2.2148  -0.073
C -4.5570 -3.4228 0.9027  -0.047
C -3.8403 -2.5608 0.1098  0.003
C -2.6653 -1.9413 0.5759  -0.331
O -2.0027 -1.1544 -0.2316  -0.243
H 0.5186 -0.0834 -4.4116  0.122
H 2.6473 -0.7170 -5.4711  0.114
H 4.7382 -0.8163 -4.1436  0.108
H 4.6817 -0.2175 -1.7532  0.117
H 3.5805 0.5260 0.1405  0.143
H 1.1451 1.5678 2.1747  0.087
H 2.7289 0.7598 2.2133  0.126
H 0.8203 -0.2772 3.6626  0.129
H 1.7090 -1.3829 2.5969  0.133
H -0.8900 -1.9414 3.5360  0.146
H -2.7078 -3.2864 3.7221  0.118
H -4.7144 -4.3894 2.8256  0.109
H -5.4496 -3.8873 0.5047  0.115
H -4.1465 -2.3407 -0.9045  0.125
S -1.4646 1.7844 0.9768  0.702
C -0.8167 3.2539 0.4429  -0.811
N -0.5462 4.2815 1.2505  0.032
C -0.0587 5.4555 0.5262  -0.106
C -0.0129 4.9498 -0.9323  -0.102
N -0.5101 3.5807 -0.8069  0.050
H -0.8289 4.3012 2.2145  0.145
H 0.9274 5.7415 0.8895  0.121
H -0.7309 6.3031 0.6528  0.123
H 0.9988 4.9571 -1.3356  0.122
H -0.6511 5.5348 -1.5929  0.124
H -0.6450 2.9557 -1.5844  0.141
C 0.2044 -3.2165 -0.4676  -0.168
O 0.7151 -1.9129 -0.5370  -0.375
H 0.0319 -3.5370 0.5698  0.077
H 0.9326 -3.8966 -0.9153  0.088
H -0.7426 -3.3186 -1.0099  0.082

Copy entry 4 word for word.
The following is a quantum chemistry calculation of a molecular structure, C20H23N4O3STc at a distorted geometry, from the OMol25 dataset.

Computed properties:
* E: -46246.276 eV
* charge: +1
* ΔE to the lowest compared entry with this formula, charge and spin: 53.9 kJ/mol
* largest force on an atom: 1.5 eV/Å
* 2S+1: 4
* expectation value of S²: 3.77

Each line ends with the Löwdin charge.
Element x y z (Å)
Tc -0.2508 -0.2931 -0.0379  1.573
O 0.1760 0.3685 -1.9040  -0.220
C 1.3403 0.1121 -2.4472  -0.343
C 1.4291 -0.1325 -3.8287  0.000
C 2.6237 -0.4772 -4.4160  -0.050
C 3.8095 -0.5288 -3.6718  -0.074
C 3.7712 -0.2046 -2.3418  -0.033
C 2.5577 0.1052 -1.6980  -0.155
C 2.5938 0.3776 -0.2993  -0.051
N 1.5574 0.4499 0.4722  -0.148
C 1.6858 0.6584 1.9102  -0.191
C 1.0250 -0.5304 2.6211  -0.162
N -0.2103 -0.8961 1.9166  -0.149
C -1.0751 -1.6611 2.4985  -0.064
C -2.2553 -2.2107 1.9160  -0.146
C -3.0272 -3.0893 2.7049  -0.034
C -4.1491 -3.7002 2.2148  -0.073
C -4.5570 -3.4228 0.9027  -0.047
C -3.8403 -2.5608 0.1098  0.003
C -2.6653 -1.9413 0.5759  -0.331
O -2.0027 -1.1544 -0.2316  -0.243
H 0.5186 -0.0834 -4.4116  0.122
H 2.6473 -0.7170 -5.4711  0.114
H 4.7382 -0.8163 -4.1436  0.108
H 4.6817 -0.2175 -1.7532  0.117
H 3.5805 0.5260 0.1405  0.143
H 1.1451 1.5678 2.1747  0.087
H 2.7289 0.7598 2.2133  0.126
H 0.8203 -0.2772 3.6626  0.129
H 1.7090 -1.3829 2.5969  0.133
H -0.8900 -1.9414 3.5360  0.146
H -2.7078 -3.2864 3.7221  0.118
H -4.7144 -4.3894 2.8256  0.109
H -5.4496 -3.8873 0.5047  0.115
H -4.1465 -2.3407 -0.9045  0.125
S -1.4646 1.7844 0.9768  0.702
C -0.8167 3.2539 0.4429  -0.811
N -0.5462 4.2815 1.2505  0.032
C -0.0587 5.4555 0.5262  -0.106
C -0.0129 4.9498 -0.9323  -0.102
N -0.5101 3.5807 -0.8069  0.050
H -0.8289 4.3012 2.2145  0.145
H 0.9274 5.7415 0.8895  0.121
H -0.7309 6.3031 0.6528  0.123
H 0.9988 4.9571 -1.3356  0.122
H -0.6511 5.5348 -1.5929  0.124
H -0.6450 2.9557 -1.5844  0.141
C 0.2044 -3.2165 -0.4676  -0.168
O 0.7151 -1.9129 -0.5370  -0.375
H 0.0319 -3.5370 0.5698  0.077
H 0.9326 -3.8966 -0.9153  0.088
H -0.7426 -3.3186 -1.0099  0.082

What did the fourth record say?
The following is a quantum chemistry calculation of a molecular structure, C20H23N4O3STc at a distorted geometry, from the OMol25 dataset.

Computed properties:
* E: -46246.276 eV
* charge: +1
* ΔE to the lowest compared entry with this formula, charge and spin: 53.9 kJ/mol
* largest force on an atom: 1.5 eV/Å
* 2S+1: 4
* expectation value of S²: 3.77

Each line ends with the Löwdin charge.
Element x y z (Å)
Tc -0.2508 -0.2931 -0.0379  1.573
O 0.1760 0.3685 -1.9040  -0.220
C 1.3403 0.1121 -2.4472  -0.343
C 1.4291 -0.1325 -3.8287  0.000
C 2.6237 -0.4772 -4.4160  -0.050
C 3.8095 -0.5288 -3.6718  -0.074
C 3.7712 -0.2046 -2.3418  -0.033
C 2.5577 0.1052 -1.6980  -0.155
C 2.5938 0.3776 -0.2993  -0.051
N 1.5574 0.4499 0.4722  -0.148
C 1.6858 0.6584 1.9102  -0.191
C 1.0250 -0.5304 2.6211  -0.162
N -0.2103 -0.8961 1.9166  -0.149
C -1.0751 -1.6611 2.4985  -0.064
C -2.2553 -2.2107 1.9160  -0.146
C -3.0272 -3.0893 2.7049  -0.034
C -4.1491 -3.7002 2.2148  -0.073
C -4.5570 -3.4228 0.9027  -0.047
C -3.8403 -2.5608 0.1098  0.003
C -2.6653 -1.9413 0.5759  -0.331
O -2.0027 -1.1544 -0.2316  -0.243
H 0.5186 -0.0834 -4.4116  0.122
H 2.6473 -0.7170 -5.4711  0.114
H 4.7382 -0.8163 -4.1436  0.108
H 4.6817 -0.2175 -1.7532  0.117
H 3.5805 0.5260 0.1405  0.143
H 1.1451 1.5678 2.1747  0.087
H 2.7289 0.7598 2.2133  0.126
H 0.8203 -0.2772 3.6626  0.129
H 1.7090 -1.3829 2.5969  0.133
H -0.8900 -1.9414 3.5360  0.146
H -2.7078 -3.2864 3.7221  0.118
H -4.7144 -4.3894 2.8256  0.109
H -5.4496 -3.8873 0.5047  0.115
H -4.1465 -2.3407 -0.9045  0.125
S -1.4646 1.7844 0.9768  0.702
C -0.8167 3.2539 0.4429  -0.811
N -0.5462 4.2815 1.2505  0.032
C -0.0587 5.4555 0.5262  -0.106
C -0.0129 4.9498 -0.9323  -0.102
N -0.5101 3.5807 -0.8069  0.050
H -0.8289 4.3012 2.2145  0.145
H 0.9274 5.7415 0.8895  0.121
H -0.7309 6.3031 0.6528  0.123
H 0.9988 4.9571 -1.3356  0.122
H -0.6511 5.5348 -1.5929  0.124
H -0.6450 2.9557 -1.5844  0.141
C 0.2044 -3.2165 -0.4676  -0.168
O 0.7151 -1.9129 -0.5370  -0.375
H 0.0319 -3.5370 0.5698  0.077
H 0.9326 -3.8966 -0.9153  0.088
H -0.7426 -3.3186 -1.0099  0.082

Q: The highest largest force on an atom belongs to which entry?
A: C20H23F4N2O2P

Repeat the fourth record exactly.
The following is a quantum chemistry calculation of a molecular structure, C20H23N4O3STc at a distorted geometry, from the OMol25 dataset.

Computed properties:
* E: -46246.276 eV
* charge: +1
* ΔE to the lowest compared entry with this formula, charge and spin: 53.9 kJ/mol
* largest force on an atom: 1.5 eV/Å
* 2S+1: 4
* expectation value of S²: 3.77

Each line ends with the Löwdin charge.
Element x y z (Å)
Tc -0.2508 -0.2931 -0.0379  1.573
O 0.1760 0.3685 -1.9040  -0.220
C 1.3403 0.1121 -2.4472  -0.343
C 1.4291 -0.1325 -3.8287  0.000
C 2.6237 -0.4772 -4.4160  -0.050
C 3.8095 -0.5288 -3.6718  -0.074
C 3.7712 -0.2046 -2.3418  -0.033
C 2.5577 0.1052 -1.6980  -0.155
C 2.5938 0.3776 -0.2993  -0.051
N 1.5574 0.4499 0.4722  -0.148
C 1.6858 0.6584 1.9102  -0.191
C 1.0250 -0.5304 2.6211  -0.162
N -0.2103 -0.8961 1.9166  -0.149
C -1.0751 -1.6611 2.4985  -0.064
C -2.2553 -2.2107 1.9160  -0.146
C -3.0272 -3.0893 2.7049  -0.034
C -4.1491 -3.7002 2.2148  -0.073
C -4.5570 -3.4228 0.9027  -0.047
C -3.8403 -2.5608 0.1098  0.003
C -2.6653 -1.9413 0.5759  -0.331
O -2.0027 -1.1544 -0.2316  -0.243
H 0.5186 -0.0834 -4.4116  0.122
H 2.6473 -0.7170 -5.4711  0.114
H 4.7382 -0.8163 -4.1436  0.108
H 4.6817 -0.2175 -1.7532  0.117
H 3.5805 0.5260 0.1405  0.143
H 1.1451 1.5678 2.1747  0.087
H 2.7289 0.7598 2.2133  0.126
H 0.8203 -0.2772 3.6626  0.129
H 1.7090 -1.3829 2.5969  0.133
H -0.8900 -1.9414 3.5360  0.146
H -2.7078 -3.2864 3.7221  0.118
H -4.7144 -4.3894 2.8256  0.109
H -5.4496 -3.8873 0.5047  0.115
H -4.1465 -2.3407 -0.9045  0.125
S -1.4646 1.7844 0.9768  0.702
C -0.8167 3.2539 0.4429  -0.811
N -0.5462 4.2815 1.2505  0.032
C -0.0587 5.4555 0.5262  -0.106
C -0.0129 4.9498 -0.9323  -0.102
N -0.5101 3.5807 -0.8069  0.050
H -0.8289 4.3012 2.2145  0.145
H 0.9274 5.7415 0.8895  0.121
H -0.7309 6.3031 0.6528  0.123
H 0.9988 4.9571 -1.3356  0.122
H -0.6511 5.5348 -1.5929  0.124
H -0.6450 2.9557 -1.5844  0.141
C 0.2044 -3.2165 -0.4676  -0.168
O 0.7151 -1.9129 -0.5370  -0.375
H 0.0319 -3.5370 0.5698  0.077
H 0.9326 -3.8966 -0.9153  0.088
H -0.7426 -3.3186 -1.0099  0.082